Molecular formula: C3H6N2OS
Method: DFT, wB97M-V/def2-TZVPD

Output
- molar mass (g mol⁻¹) = 118.16
- ΔE to the lowest compared entry with this formula, charge and spin (kcal/mol) = 106.23
- frontier orbital gap (eV) = 8.20
- highest occupied orbital energy (eV) = -9.0

Each line ends with the natural charge from an NBO analysis.
Positions of all 13 atoms, in Å:
C 1.17895 -0.44961 1.09466  -0.0145
C 0.30349 -1.12524 0.38916  -0.5002
C 1.78022 1.60354 0.10761  -0.0238
N 2.01971 0.55497 0.69273  -0.4223
N -3.74614 -0.28338 0.15577  -0.9953
O -2.03788 1.53468 0.06202  -0.8787
S -2.23677 0.09356 0.14601  1.4781
H 1.22607 -0.60706 2.17762  0.1993
H 0.19047 -1.04620 -0.72320  0.2006
H -0.06921 -1.97468 0.80004  0.2031
H 2.80200 2.10706 -0.26406  0.1755
H 0.77139 1.93930 -0.20144  0.1755
H -4.60804 0.23447 0.32699  0.4026

---

Molecular formula: C3H6N2OS
Method: DFT, wB97M-V/def2-TZVPD

Output
- SMILES = [H]/N=C1\NO[C@H](C)S1
- molar mass (g mol⁻¹) = 118.16
- ΔE to the lowest compared entry with this formula, charge and spin (kcal/mol) = 67.40
- frontier orbital gap (eV) = 9.96
- highest occupied orbital energy (eV) = -9.2

Each line ends with the natural charge from an NBO analysis.
Positions of all 13 atoms, in Å:
H -3.51843 0.26595 -0.08022  0.3369
N -2.95187 -0.57811 -0.11929  -0.6709
C -1.72650 -0.26279 -0.02848  0.2542
N -1.15424 1.01742 0.18113  -0.3575
O 0.20437 1.00300 -0.21251  -0.3815
C 0.75557 -0.16060 0.36861  -0.0399
C 2.14196 -0.37738 -0.20368  -0.6345
S -0.43895 -1.47149 -0.01299  0.2365
H -1.52473 1.78608 -0.40796  0.3860
H 0.76334 -0.00267 1.52248  0.1898
H 2.06842 -0.46022 -1.28818  0.2274
H 2.77716 0.48952 0.08896  0.2280
H 2.60390 -1.24870 0.19212  0.2257

---

Molecular formula: C3H6N2OS
Method: DFT, wB97M-V/def2-TZVPD

Output
- SMILES = [H]/N=C(/C)NSC=O
- molar mass (g mol⁻¹) = 118.16
- ΔE to the lowest compared entry with this formula, charge and spin (kcal/mol) = 89.21
- frontier orbital gap (eV) = 9.15
- highest occupied orbital energy (eV) = -9.2

Each line ends with the natural charge from an NBO analysis.
Positions of all 13 atoms, in Å:
H 1.04049 -2.32328 -0.66255  0.3279
N 1.86412 -1.64055 -0.78315  -0.6758
C 1.42892 -0.48518 -0.42917  0.4522
C 2.18082 0.89673 -0.90223  -0.6917
N 0.34544 -0.19495 0.29462  -0.7651
S -0.88100 1.03575 0.00207  0.5227
C -2.13199 0.10901 0.63757  0.1204
O -1.86996 -0.96666 1.29577  -0.5821
H 2.73424 1.37286 0.05303  0.2400
H 1.29302 1.41721 -1.42826  0.2113
H 2.94274 0.70721 -1.70526  0.2380
H -0.06445 -0.89755 0.79339  0.4186
H -3.22377 0.60998 0.13312  0.1837